1.
{
  "formula": "C35H61CrF9NO25",
  "method": "ωB97M-V with the def2-TZVPD basis set",
  "multiplicity": 5,
  "homo_ev": [-10.29, -10.33],
  "total_charge": 1,
  "s_squared": 6.004,
  "symbols": ["Cr", "C", "C", "C", "O", "H", "H", "H", "H", "H", "H", "H", "C", "C", "O", "C", "O", "C", "F", "F", "F", "H", "H", "H", "H", "H", "C", "C", "O", "C", "O", "C", "F", "F", "F", "H", "H", "H", "H", "H", "C", "C", "O", "C", "O", "C", "F", "F", "F", "H", "H", "H", "H", "H", "C", "O", "C", "O", "O", "C", "H", "H", "H", "H", "H", "H", "C", "O", "C", "O", "O", "C", "H", "H", "H", "H", "H", "H", "C", "O", "C", "O", "O", "C", "H", "H", "H", "H", "H", "H", "C", "O", "C", "O", "O", "C", "H", "H", "H", "H", "H", "H", "C", "O", "C", "O", "O", "C", "H", "H", "H", "H", "H", "H", "C", "O", "C", "O", "O", "C", "H", "H", "H", "H", "H", "H", "C", "C", "N", "H", "H", "H"],
  "positions_angstrom": [[-2.089, 3.362, -0.049], [1.014, 1.726, 1.981], [0.648, 1.351, 0.541], [0.732, -0.176, 0.364], [-0.531, 1.926, 0.136], [1.374, 2.763, 1.997], [1.912, 1.174, 2.274], [0.178, 1.648, 2.676], [1.500, 1.740, -0.046], [0.055, -0.695, 1.046], [1.747, -0.561, 0.479], [0.516, -0.516, -0.656], [3.414, -3.611, 0.838], [4.860, -3.789, 1.299], [5.633, -2.712, 0.802], [6.598, -2.927, -0.098], [6.715, -3.946, -0.709], [7.537, -1.722, -0.309], [7.662, -1.516, -1.618], [7.028, -0.616, 0.228], [8.722, -1.983, 0.220], [3.057, -2.641, 1.176], [2.829, -4.413, 1.293], [3.375, -3.690, -0.248], [5.272, -4.737, 0.953], [4.882, -3.698, 2.386], [3.206, 0.682, -6.530], [3.551, 0.984, -5.084], [3.485, -0.224, -4.343], [3.150, -0.123, -3.061], [2.718, 0.855, -2.530], [3.364, -1.408, -2.217], [4.379, -2.100, -2.692], [3.659, -1.028, -1.004], [2.249, -2.112, -2.255], [3.641, -0.260, -6.864], [3.592, 1.463, -7.184], [2.126, 0.611, -6.657], [2.934, 1.808, -4.717], [4.538, 1.457, -5.041], [3.032, -7.004, 3.735], [2.083, -6.019, 4.381], [2.563, -4.678, 4.186], [1.632, -3.739, 4.327], [0.481, -3.907, 4.550], [2.220, -2.324, 4.142], [1.751, -1.580, 5.149], [3.534, -2.319, 4.185], [1.759, -1.819, 2.998], [3.015, -6.930, 2.647], [2.709, -8.022, 3.956], [4.056, -6.918, 4.098], [1.937, -6.257, 5.434], [1.099, -6.121, 3.921], [-2.567, -0.523, 1.996], [-3.908, -0.017, 2.111], [-4.217, 1.048, 1.419], [-3.426, 1.748, 0.812], [-5.505, 1.284, 1.569], [-6.061, 2.473, 1.018], [-1.890, 0.289, 2.268], [-2.370, -0.773, 0.953], [-2.482, -1.380, 2.654], [-5.993, 3.328, 1.688], [-7.103, 2.234, 0.818], [-5.608, 2.713, 0.055], [-2.632, 4.301, 4.294], [-1.426, 4.984, 3.936], [-0.971, 4.958, 2.724], [-1.439, 4.291, 1.817], [-0.012, 5.848, 2.572], [0.616, 5.936, 1.304], [-3.457, 5.003, 4.252], [-2.463, 3.861, 5.273], [-2.831, 3.436, 3.660], [1.440, 6.624, 1.471], [-0.052, 6.282, 0.514], [1.009, 4.982, 0.943], [-2.044, -1.542, -1.926], [-3.442, -1.723, -2.086], [-3.817, -2.674, -2.925], [-3.071, -3.251, -3.676], [-5.122, -2.842, -2.865], [-5.761, -3.516, -3.941], [-1.598, -2.417, -1.450], [-1.847, -0.735, -1.221], [-1.556, -1.334, -2.870], [-5.368, -3.098, -4.872], [-6.827, -3.317, -3.926], [-5.538, -4.580, -3.889], [-0.594, 1.048, -3.329], [-1.927, 1.301, -3.745], [-2.788, 2.070, -3.118], [-2.612, 2.699, -2.102], [-3.855, 2.125, -3.884], [-5.022, 2.701, -3.358], [0.133, 1.781, -3.670], [-0.245, 0.058, -3.612], [-0.542, 0.970, -2.238], [-5.394, 2.262, -2.429], [-5.837, 2.634, -4.074], [-4.927, 3.769, -3.138], [1.536, 4.088, -2.219], [0.761, 5.198, -2.718], [-0.466, 5.291, -2.257], [-0.902, 4.680, -1.307], [-1.121, 6.150, -3.013], [-2.544, 6.093, -3.088], [2.513, 4.463, -1.921], [1.666, 3.452, -3.093], [1.034, 3.586, -1.394], [-2.728, 5.726, -4.101], [-2.967, 7.098, -3.092], [-3.022, 5.529, -2.292], [-0.422, -3.562, 1.207], [-1.393, -4.479, 1.693], [-2.548, -4.482, 1.070], [-2.867, -3.760, 0.162], [-3.324, -5.395, 1.663], [-4.635, -5.548, 1.165], [0.487, -3.641, 1.791], [-0.827, -2.552, 1.221], [-0.179, -3.826, 0.176], [-4.820, -6.619, 1.066], [-4.902, -4.993, 0.270], [-5.375, -5.252, 1.917], [2.889, 4.125, 4.142], [2.624, 3.047, 5.100], [2.533, 2.193, 5.862], [2.005, 4.717, 3.899], [3.301, 3.791, 3.194], [3.537, 4.853, 4.631]],
  "lowdin_charge": [0.96, -0.05, -0.59, -0.05, -0.32, 0.05, 0.08, 0.08, 0.11, 0.05, 0.06, 0.06, -0.04, -0.19, 0.02, -0.38, 0.17, -0.57, 0.17, 0.17, 0.19, 0.06, 0.07, 0.08, 0.13, 0.12, -0.05, -0.22, 0.06, -0.37, 0.15, -0.61, 0.20, 0.19, 0.19, 0.08, 0.08, 0.08, 0.11, 0.13, -0.06, -0.20, 0.03, -0.42, 0.18, -0.57, 0.17, 0.20, 0.15, 0.07, 0.08, 0.08, 0.14, 0.12, 0.01, 0.06, -0.58, 0.05, 0.04, -0.01, 0.09, 0.08, 0.11, 0.10, 0.11, 0.08, 0.01, 0.06, -0.58, 0.04, 0.04, -0.01, 0.11, 0.11, 0.09, 0.11, 0.10, 0.10, -0.05, 0.01, -0.64, 0.13, 0.00, -0.03, 0.09, 0.08, 0.08, 0.10, 0.09, 0.10, -0.02, 0.06, -0.56, 0.06, 0.06, -0.03, 0.09, 0.09, 0.08, 0.10, 0.11, 0.09, 0.02, 0.05, -0.58, 0.01, 0.05, -0.01, 0.11, 0.08, 0.08, 0.11, 0.10, 0.08, -0.02, 0.03, -0.61, 0.12, 0.02, -0.05, 0.07, 0.06, 0.11, 0.10, 0.09, 0.10, -0.07, -0.27, 0.14, 0.06, 0.08, 0.09]
}

2.
{
  "formula": "C34H27ClIN9O3PrS2",
  "method": "ωB97M-V with the def2-TZVPD basis set",
  "multiplicity": 3,
  "e_above_lowest_kcal_mol": 11.3,
  "homo_ev": [-9.91, -9.91],
  "total_charge": 1,
  "s_squared": 2.002,
  "symbols": ["Pr", "C", "N", "C", "C", "N", "C", "C", "C", "C", "C", "C", "N", "C", "N", "C", "C", "C", "C", "C", "C", "N", "H", "H", "H", "H", "H", "H", "H", "H", "H", "H", "H", "H", "H", "H", "H", "Cl", "C", "C", "C", "I", "C", "O", "C", "N", "C", "C", "C", "C", "H", "H", "H", "H", "N", "C", "C", "C", "C", "C", "C", "S", "O", "O", "N", "C", "S", "C", "C", "N", "H", "H", "H", "H", "H", "H", "H", "H"],
  "positions_angstrom": [[0.544, 0.007, -0.783], [3.736, 0.445, 0.632], [3.265, 0.481, -0.761], [3.623, 1.713, -1.481], [2.520, 2.727, -1.427], [1.268, 2.412, -1.184], [0.541, 3.569, -1.373], [-0.829, 3.788, -1.293], [-1.285, 5.053, -1.600], [-0.406, 6.081, -1.951], [0.958, 5.887, -2.010], [1.421, 4.611, -1.731], [2.675, 4.039, -1.743], [2.652, 0.773, 1.619], [1.391, 0.953, 1.292], [0.698, 1.040, 2.482], [-0.670, 1.167, 2.692], [-1.105, 1.142, 4.002], [-0.206, 0.994, 5.063], [1.156, 0.878, 4.865], [1.603, 0.908, 3.552], [2.842, 0.793, 2.958], [4.037, -0.581, 0.878], [4.605, 1.102, 0.783], [3.665, -0.313, -1.261], [4.558, 2.153, -1.097], [3.779, 1.473, -2.541], [-1.497, 2.981, -1.018], [-2.344, 5.261, -1.570], [-0.810, 7.051, -2.191], [1.630, 6.686, -2.273], [3.532, 4.516, -1.973], [-1.337, 1.267, 1.841], [-2.157, 1.225, 4.220], [-0.593, 0.962, 6.071], [1.825, 0.742, 5.699], [3.686, 0.513, 3.430], [-4.592, 0.690, -5.690], [-3.096, 0.583, -4.828], [-1.914, 0.529, -5.535], [-0.716, 0.443, -4.850], [1.123, 0.362, -5.851], [-0.604, 0.410, -3.456], [0.558, 0.334, -2.899], [-1.852, 0.461, -2.721], [-1.812, 0.420, -1.355], [-2.950, 0.401, -0.683], [-4.212, 0.466, -1.289], [-4.280, 0.555, -2.651], [-3.098, 0.540, -3.420], [-1.918, 0.551, -6.614], [-2.875, 0.342, 0.401], [-5.102, 0.452, -0.680], [-5.227, 0.629, -3.159], [-2.341, -5.239, 4.780], [-1.429, -4.710, 3.923], [-0.521, -5.534, 3.242], [0.464, -4.989, 2.447], [0.551, -3.615, 2.318], [-0.366, -2.783, 2.937], [-1.350, -3.320, 3.736], [1.778, -2.814, 1.325], [2.686, -3.741, 0.708], [2.387, -1.753, 2.100], [0.907, -2.022, 0.190], [0.430, -2.744, -0.829], [0.701, -4.440, -1.084], [-0.260, -4.327, -2.531], [-0.700, -3.066, -2.706], [-0.321, -2.165, -1.747], [-2.468, -6.235, 4.821], [-3.065, -4.661, 5.167], [-0.596, -6.605, 3.360], [1.177, -5.615, 1.936], [-0.277, -1.713, 2.796], [-2.059, -2.674, 4.234], [-0.424, -5.190, -3.142], [-1.307, -2.714, -3.522]],
  "lowdin_charge": [1.26, -0.09, -0.07, -0.09, -0.27, 0.07, -0.19, 0.00, -0.07, -0.07, -0.01, -0.17, 0.19, -0.30, 0.03, -0.21, -0.01, -0.08, -0.07, 0.01, -0.17, 0.19, 0.13, 0.14, 0.14, 0.13, 0.15, 0.10, 0.11, 0.11, 0.11, 0.18, 0.10, 0.11, 0.11, 0.12, 0.18, 0.72, -0.61, -0.15, -0.61, 0.95, -0.45, -0.32, -0.14, -0.02, -0.10, -0.02, 0.00, -0.16, 0.10, 0.11, 0.11, 0.09, 0.12, -0.31, -0.01, -0.06, -0.30, -0.06, -0.01, 0.62, -0.33, -0.30, -0.30, -0.72, 1.12, -0.35, -0.21, -0.04, 0.10, 0.10, 0.12, 0.11, 0.10, 0.11, 0.07, 0.12]
}

3.
{
  "formula": "C24H35N3O4S",
  "method": "ωB97M-V with the def2-TZVPD basis set",
  "smiles": "CC(C)CCNC(=O)C1CCN(S(=O)(=O)c2ccc3c(c2)C[C@@H](C)N3C(=O)C2CC2)CC1",
  "e_above_lowest_kcal_mol": 23.3,
  "homo_ev": -8.45,
  "symbols": ["C", "C", "C", "C", "C", "N", "C", "O", "C", "C", "C", "N", "S", "O", "O", "C", "C", "C", "C", "C", "C", "C", "C", "C", "N", "C", "O", "C", "C", "C", "C", "C", "H", "H", "H", "H", "H", "H", "H", "H", "H", "H", "H", "H", "H", "H", "H", "H", "H", "H", "H", "H", "H", "H", "H", "H", "H", "H", "H", "H", "H", "H", "H", "H", "H", "H", "H"],
  "positions_angstrom": [[3.460, 3.272, -2.220], [3.319, 2.429, -0.954], [2.068, 2.868, -0.197], [3.259, 0.936, -1.314], [3.912, 0.007, -0.285], [3.207, -0.076, 0.977], [2.199, -0.950, 1.163], [1.844, -1.724, 0.295], [1.533, -0.884, 2.543], [0.631, -2.111, 2.701], [-0.352, -1.984, 3.865], [-1.081, -0.741, 3.847], [-2.556, -0.658, 3.072], [-3.190, -1.930, 3.261], [-3.200, 0.525, 3.560], [-2.189, -0.423, 1.334], [-2.083, 0.861, 0.838], [-1.580, 1.089, -0.437], [-1.163, -0.009, -1.175], [-1.321, -1.310, -0.684], [-1.848, -1.528, 0.568], [-0.747, -2.287, -1.658], [-0.508, -1.429, -2.913], [-1.592, -1.662, -3.964], [-0.562, -0.042, -2.435], [-0.130, 1.062, -3.114], [-0.261, 2.186, -2.666], [0.514, 0.824, -4.443], [1.028, 2.031, -5.177], [-0.208, 1.354, -5.660], [-0.242, 0.425, 3.813], [0.727, 0.423, 2.625], [2.601, 3.109, -2.866], [4.364, 3.011, -2.766], [3.504, 4.329, -1.969], [4.201, 2.603, -0.325], [1.895, 2.248, 0.677], [2.163, 3.903, 0.126], [1.200, 2.793, -0.848], [3.779, 0.773, -2.260], [2.220, 0.634, -1.450], [4.937, 0.328, -0.085], [3.930, -1.008, -0.694], [3.427, 0.600, 1.689], [2.305, -0.884, 3.320], [0.085, -2.242, 1.768], [1.250, -2.998, 2.847], [0.185, -2.040, 4.820], [-1.093, -2.783, 3.834], [-2.391, 1.682, 1.466], [-1.489, 2.087, -0.827], [-1.999, -2.519, 0.966], [-1.410, -3.127, -1.860], [0.193, -2.670, -1.255], [0.477, -1.638, -3.338], [-2.572, -1.482, -3.527], [-1.464, -0.995, -4.812], [-1.550, -2.688, -4.320], [1.059, -0.101, -4.559], [0.911, 2.982, -4.681], [1.939, 1.929, -5.746], [-1.152, 1.853, -5.499], [-0.166, 0.767, -6.566], [0.325, 0.460, 4.752], [-0.902, 1.292, 3.772], [1.401, 1.276, 2.731], [0.165, 0.548, 1.699]],
  "lowdin_charge": [-0.07, -0.42, -0.06, -0.15, -0.17, 0.08, -0.46, 0.07, -0.21, -0.12, -0.18, -0.23, 0.68, -0.28, -0.28, -0.27, -0.06, 0.03, -0.12, -0.14, -0.01, -0.06, -0.29, -0.02, 0.07, -0.40, 0.06, -0.20, -0.11, -0.10, -0.18, -0.12, 0.06, 0.08, 0.08, 0.13, 0.05, 0.08, 0.06, 0.11, 0.11, 0.12, 0.12, 0.14, 0.15, 0.09, 0.13, 0.13, 0.11, 0.12, 0.11, 0.13, 0.13, 0.11, 0.14, 0.09, 0.07, 0.08, 0.13, 0.10, 0.11, 0.11, 0.10, 0.13, 0.12, 0.11, 0.10]
}